{"formula": "C3H5ClN4", "method": "ωB97M-V/def2-TZVPD", "species": ["C", "C", "C", "N", "N", "N", "N", "Cl", "H", "H", "H", "H", "H"], "positions_angstrom": [[-0.169, -0.674, 0.657], [-0.999, -0.137, -0.245], [1.219, -0.197, 0.938], [1.714, 0.412, -0.277], [0.873, 0.941, -0.975], [-0.357, 0.961, -1.004], [-0.053, 1.952, -3.345], [1.467, 1.886, -2.752], [-0.358, -1.578, 1.099], [-1.998, -0.481, -0.532], [1.171, 0.548, 1.866], [1.866, -1.135, 1.056], [-0.496, 2.648, -2.872]], "lowdin_charge": [-0.1193, -0.0606, -0.2075, 0.0216, -0.3771, -0.0157, -0.3345, 0.7200, 0.0646, 0.1055, 0.1499, 0.1284, -0.0753], "spin_multiplicity": 3, "homo_energy_ha": [-0.278, -0.316], "e_lumo_ev": [0.9199, -2.1748]}

=====

{"formula": "C2H3IO", "method": "ωB97M-V/def2-TZVPD", "species": ["C", "C", "O", "I", "H", "H", "H"], "positions_angstrom": [[-0.490, -0.558, 0.083], [0.651, 0.223, 0.009], [-0.681, -1.714, 0.026], [-2.465, 0.717, 0.035], [0.565, 1.026, -0.781], [1.676, -0.298, -0.351], [0.744, 0.604, 0.979]], "lowdin_charge": [-0.8508, -0.1642, 0.0788, 0.6445, 0.0921, 0.1346, 0.0651], "spin_multiplicity": 3, "homo_energy_ha": [-0.221, -0.358], "e_lumo_ev": [0.8689, -3.3130]}

=====

{"formula": "C20H27IInN6O3SSi", "method": "ωB97M-V/def2-TZVPD", "species": ["In", "N", "C", "C", "C", "C", "C", "C", "S", "O", "O", "N", "C", "N", "C", "C", "C", "N", "H", "H", "H", "H", "H", "H", "H", "H", "H", "C", "Si", "C", "C", "C", "C", "H", "H", "H", "H", "H", "H", "H", "H", "H", "N", "C", "O", "C", "I", "H", "H", "H", "H", "C", "C", "C", "N", "H", "H", "H", "H", "H"], "positions_angstrom": [[0.142, 1.170, -0.431], [3.544, -5.336, -0.138], [3.495, -3.974, -0.319], [3.882, -3.099, 0.706], [3.752, -1.734, 0.552], [3.217, -1.231, -0.627], [2.848, -2.078, -1.665], [2.990, -3.440, -1.514], [2.937, 0.493, -0.833], [4.150, 1.218, -1.032], [1.934, 0.640, -1.912], [2.058, 1.057, 0.406], [1.942, 0.974, 1.754], [2.938, 0.653, 2.572], [2.662, 0.663, 3.873], [1.415, 0.993, 4.379], [0.436, 1.292, 3.446], [0.681, 1.273, 2.144], [4.121, -5.678, 0.612], [3.547, -5.913, -0.962], [4.295, -3.504, 1.622], [4.052, -1.058, 1.341], [2.452, -1.656, -2.579], [2.713, -4.111, -2.319], [3.483, 0.389, 4.525], [1.210, 1.010, 5.438], [-0.575, 1.551, 3.738], [-5.634, 0.317, -2.029], [-5.007, 1.303, -0.559], [-5.505, 3.112, -0.636], [-5.479, 0.512, 1.081], [-3.137, 1.250, -0.632], [-1.926, 1.218, -0.655], [-6.725, 0.317, -2.066], [-5.301, -0.721, -1.975], [-5.267, 0.741, -2.965], [-6.592, 3.217, -0.633], [-5.126, 3.582, -1.545], [-5.113, 3.663, 0.220], [-6.565, 0.474, 1.195], [-5.076, 1.080, 1.921], [-5.101, -0.509, 1.150], [0.545, 5.574, -1.120], [1.097, 4.362, -1.148], [0.378, 3.366, -0.949], [2.569, 4.311, -1.423], [3.553, 4.971, 0.367], [-0.433, 5.653, -0.897], [1.089, 6.409, -1.244], [2.860, 4.993, -2.215], [2.909, 3.305, -1.623], [-1.470, -4.232, -1.046], [-0.405, -3.802, -0.026], [-0.142, -2.380, -0.083], [0.067, -1.255, -0.136], [-1.609, -5.308, -0.985], [-1.164, -3.978, -2.060], [-2.421, -3.745, -0.840], [0.539, -4.319, -0.209], [-0.731, -4.044, 0.987]], "lowdin_charge": [0.8782, 0.1194, -0.3218, -0.0106, -0.0467, -0.3046, -0.0661, -0.0310, 0.6377, -0.2583, -0.3589, -0.1512, -0.4630, 0.1419, -0.0945, -0.0338, -0.0926, 0.0925, 0.1010, 0.1006, 0.1183, 0.1009, 0.1212, 0.1200, 0.1200, 0.1079, 0.1249, -0.1842, 0.4568, -0.1844, -0.1860, -0.1907, -0.1750, 0.0336, 0.0289, 0.0331, 0.0337, 0.0319, 0.0310, 0.0331, 0.0303, 0.0285, 0.1928, -0.6152, -0.0604, -0.5087, 0.8666, 0.1359, 0.1155, 0.0645, 0.0232, -0.0691, -0.1872, -0.1201, 0.2015, 0.0828, 0.0837, 0.0830, 0.1084, 0.1312], "total_charge": 1, "homo_energy_ha": -0.405, "e_lumo_ev": -2.3031}

=====

{"formula": "C2H11NO3", "method": "ωB97M-V/def2-TZVPD", "species": ["C", "O", "C", "N", "H", "H", "H", "H", "H", "H", "H", "H", "H", "O", "H", "H", "O"], "positions_angstrom": [[-0.775, -0.753, 1.269], [-1.323, -2.045, 1.781], [-1.624, 0.487, 1.403], [-0.970, 1.535, 0.660], [0.105, -0.770, 1.903], [-0.414, -0.901, 0.200], [-2.318, -1.803, 1.732], [-2.757, 0.498, 1.058], [-1.901, 0.625, 2.533], [-0.897, 1.244, -0.335], [-1.660, 2.303, 0.618], [-0.358, -2.210, -2.954], [-0.728, -1.657, -1.497], [-0.032, -2.206, -2.062], [4.639, 2.554, -3.002], [3.764, 2.168, -1.771], [4.318, 2.850, -2.111]], "lowdin_charge": [-0.2109, -0.0570, -0.1632, 0.2806, 0.1427, 0.1135, 0.1241, 0.2283, 0.2085, 0.1691, 0.1604, 0.0240, 0.0637, -0.0839, 0.0669, -0.0004, -0.0665], "spin_multiplicity": 2, "total_charge": 1, "homo_energy_ha": [-0.502, -0.502], "e_lumo_ev": [-4.3286, -10.0665]}

=====

{"formula": "C22H28N2O3S", "method": "ωB97M-V/def2-TZVPD", "species": ["C", "C", "C", "C", "C", "N", "C", "C", "N", "C", "O", "C", "C", "C", "C", "C", "C", "C", "C", "C", "C", "H", "H", "H", "H", "H", "H", "H", "H", "H", "H", "H", "H", "H", "H", "H", "H", "H", "H", "H", "H", "O", "S", "O", "C", "C", "C", "C", "H", "H", "H", "H", "H", "H", "H", "H"], "positions_angstrom": [[-5.432, 0.516, 0.533], [-5.190, -0.002, -0.521], [-4.790, -0.715, -1.753], [-3.229, -0.854, -1.836], [-2.591, 0.360, -1.262], [-1.838, 1.142, -0.892], [-2.705, -2.139, -1.160], [-2.776, -1.993, 0.317], [-2.839, -1.962, 1.461], [-1.308, -2.538, -1.646], [-0.375, -1.540, -1.278], [0.677, -1.934, -0.471], [0.498, -2.753, 0.635], [1.566, -3.135, 1.444], [1.374, -4.053, 2.623], [2.825, -2.638, 1.123], [2.999, -1.803, 0.022], [1.941, -1.422, -0.801], [2.154, -0.520, -2.005], [3.564, 0.117, -2.016], [1.110, 0.614, -2.115], [-5.468, 0.970, 1.493], [-5.280, -1.682, -1.816], [-5.075, -0.067, -2.582], [-2.955, -0.891, -2.891], [-3.405, -2.943, -1.400], [-1.356, -2.534, -2.742], [-1.017, -3.543, -1.345], [-0.480, -3.139, 0.894], [0.400, -3.894, 3.084], [2.176, -3.931, 3.347], [1.405, -5.099, 2.305], [3.668, -2.916, 1.742], [4.009, -1.473, -0.165], [2.121, -1.163, -2.890], [4.360, -0.622, -2.062], [3.632, 0.821, -2.842], [3.660, 0.709, -1.100], [1.563, 1.530, -2.490], [0.363, 0.331, -2.861], [0.565, 0.792, -1.193], [2.882, 2.554, 1.454], [1.760, 2.857, 2.307], [1.677, 2.331, 3.646], [1.549, 4.635, 2.355], [0.621, 4.933, 1.182], [-0.464, 3.847, 1.218], [0.242, 2.503, 1.416], [2.522, 5.115, 2.278], [1.082, 4.884, 3.307], [0.196, 5.934, 1.254], [1.176, 4.870, 0.243], [-1.140, 4.036, 2.055], [-1.062, 3.840, 0.309], [-0.353, 1.805, 1.998], [0.514, 2.050, 0.466]], "lowdin_charge": [0.1289, -0.1481, -0.1393, -0.2374, -0.1593, 0.2343, -0.2216, -0.1829, 0.2010, -0.1360, -0.0739, -0.1990, 0.0208, -0.2662, -0.0470, -0.0385, -0.0179, -0.1150, -0.3322, -0.0797, -0.0652, 0.0367, 0.1186, 0.1202, 0.1496, 0.1540, 0.1364, 0.1380, 0.1004, 0.0785, 0.0750, 0.0817, 0.1092, 0.1003, 0.1372, 0.0711, 0.0732, 0.0858, 0.0754, 0.0706, 0.0299, -0.3272, 0.6579, -0.3269, -0.2347, -0.2227, -0.2159, -0.2302, 0.1050, 0.1055, 0.1122, 0.1182, 0.1161, 0.1035, 0.1051, 0.0665], "smiles": "C#CC[C@@H](C#N)[C@H](C#N)COc1cc(C)ccc1C(C)C.O=S1(=O)CCCC1", "homo_energy_ha": -0.310, "e_lumo_ev": 0.2475}

=====

Number 1: F_max 0.0996 Eh/bohr. Number 2: F_max 0.1260 Eh/bohr. Number 3: F_max 0.0195 Eh/bohr. Number 4: F_max 0.0932 Eh/bohr. Number 5: F_max 0.0263 Eh/bohr.